# 1
{"formula": "C44H44N4O10S2Se2Ta", "method": "ωB97M-V/def2-TZVPD", "gap_ha": 0.25710, "lumo_ev": 2.036, "energy_ha": -8330.939520, "largest_force_ev_per_a": 1.40, "relative_energy_kcal_mol": 9.6, "homo_ev": -4.960, "total_charge": -1, "symbols": ["Ta", "O", "C", "C", "C", "O", "C", "Se", "C", "Se", "H", "H", "H", "H", "H", "H", "H", "H", "H", "H", "C", "O", "C", "C", "C", "C", "C", "C", "O", "C", "O", "C", "H", "H", "H", "H", "H", "H", "H", "H", "H", "C", "C", "C", "C", "C", "C", "C", "S", "O", "O", "N", "C", "C", "O", "O", "H", "H", "H", "H", "H", "H", "H", "H", "H", "C", "C", "O", "S", "C", "C", "C", "C", "C", "C", "C", "C", "H", "H", "H", "H", "H", "H", "H", "C", "C", "N", "C", "C", "C", "C", "C", "C", "C", "C", "N", "C", "N", "H", "H", "H", "H", "H", "H", "H", "H", "H"], "coordinates": [[0.950, 0.002, -0.398], [2.075, 4.697, 1.198], [3.452, 4.537, 0.920], [3.872, 3.139, 0.436], [5.410, 3.163, 0.410], [6.028, 2.029, -0.168], [3.364, 2.099, 1.442], [3.344, 0.268, 0.742], [3.373, 2.879, -0.988], [1.473, 2.431, -1.194], [1.566, 4.172, 0.560], [3.980, 4.766, 1.852], [3.779, 5.270, 0.169], [5.762, 3.301, 1.443], [5.748, 4.029, -0.169], [5.465, 1.255, -0.002], [2.346, 2.326, 1.751], [3.997, 2.107, 2.332], [3.920, 2.071, -1.465], [3.514, 3.777, -1.594], [-1.542, -3.305, -5.507], [-2.680, -2.549, -5.129], [-2.496, -1.611, -4.164], [-3.650, -0.923, -3.754], [-3.543, 0.044, -2.784], [-2.316, 0.360, -2.184], [-2.188, 1.361, -1.120], [-3.371, 2.243, -0.801], [-1.162, 1.521, -0.465], [-1.175, -0.334, -2.619], [0.004, -0.048, -2.122], [-1.268, -1.321, -3.607], [-1.889, -4.026, -6.243], [-1.114, -3.830, -4.650], [-0.776, -2.665, -5.953], [-4.599, -1.170, -4.210], [-4.437, 0.571, -2.476], [-3.635, 2.844, -1.673], [-3.095, 2.897, 0.023], [-4.236, 1.643, -0.516], [-0.353, -1.827, -3.878], [-2.731, -5.415, 4.967], [-2.187, -4.655, 3.787], [-1.897, -3.296, 3.887], [-1.384, -2.600, 2.805], [-1.170, -3.274, 1.611], [-1.453, -4.624, 1.483], [-1.958, -5.308, 2.578], [-0.455, -2.374, 0.278], [-1.118, -1.061, 0.183], [-0.495, -3.222, -0.886], [0.977, -1.906, 0.752], [2.073, -2.807, 0.427], [2.504, -2.528, -1.011], [3.064, -3.347, -1.703], [2.166, -1.316, -1.394], [-2.918, -4.752, 5.810], [-2.028, -6.184, 5.291], [-3.667, -5.915, 4.711], [-2.068, -2.778, 4.822], [-1.137, -1.546, 2.876], [-1.280, -5.116, 0.535], [-2.182, -6.365, 2.491], [1.824, -3.862, 0.545], [2.911, -2.573, 1.086], [-2.631, 0.520, 10.265], [-2.181, 0.559, 8.823], [-2.171, -0.408, 8.111], [-1.667, 2.187, 8.310], [-1.162, 1.888, 6.640], [-2.101, 1.899, 5.616], [-1.704, 1.659, 4.313], [-0.361, 1.407, 4.010], [0.575, 1.415, 5.050], [0.178, 1.652, 6.354], [0.040, 1.106, 2.674], [0.380, 0.780, 1.556], [-3.613, 0.050, 10.311], [-2.671, 1.510, 10.713], [-1.931, -0.102, 10.824], [-3.142, 2.088, 5.845], [-2.428, 1.658, 3.509], [1.614, 1.222, 4.817], [0.905, 1.647, 7.155], [3.650, -1.599, -4.358], [4.008, -0.513, -3.573], [3.414, 0.671, -3.648], [2.393, 0.813, -4.491], [1.944, -0.210, -5.332], [2.624, -1.431, -5.261], [0.862, -0.123, -6.324], [-0.283, 0.568, -6.437], [-0.954, 1.530, -5.553], [-2.339, 1.675, -5.667], [-2.955, 2.579, -4.830], [-2.286, 3.299, -3.930], [-0.973, 3.085, -3.893], [-0.277, 2.257, -4.663], [4.148, -2.550, -4.234], [4.801, -0.604, -2.839], [1.908, 1.775, -4.504], [2.321, -2.251, -5.904], [1.007, -0.840, -7.130], [-0.888, 0.312, -7.302], [-2.907, 1.083, -6.372], [-4.029, 2.732, -4.872], [-0.405, 3.637, -3.151]]}

# 2
{"formula": "C44H45AsO6SSbV", "method": "ωB97M-V/def2-TZVPD", "gap_ha": [0.22356, 0.23618], "lumo_ev": [4.298, 4.298], "energy_ha": -5973.403045, "largest_force_ev_per_a": 0.33, "relative_energy_kcal_mol": 0.0, "s2": 2.028, "multiplicity": 3, "homo_ev": [-1.785, -2.128], "total_charge": -2, "symbols": ["V", "C", "C", "C", "C", "C", "C", "C", "C", "C", "C", "H", "H", "H", "H", "H", "H", "H", "H", "H", "H", "H", "H", "H", "H", "O", "As", "O", "O", "C", "C", "C", "C", "C", "C", "S", "O", "O", "O", "H", "H", "H", "H", "H", "C", "C", "C", "C", "C", "C", "C", "Sb", "C", "C", "C", "C", "C", "C", "C", "C", "C", "C", "C", "C", "C", "C", "H", "H", "H", "H", "H", "H", "H", "H", "H", "H", "H", "H", "H", "H", "H", "H", "H", "H", "H", "H", "H", "C", "C", "C", "C", "C", "C", "C", "H", "H", "H", "H", "H"], "coordinates": [[2.228, 0.986, -0.057], [3.653, 1.231, 4.294], [2.432, 0.330, 4.451], [1.170, 1.178, 4.651], [2.256, -0.657, 3.305], [1.135, -1.484, 3.277], [0.956, -2.432, 2.284], [1.896, -2.598, 1.272], [1.741, -3.674, 0.234], [3.000, -1.753, 1.272], [3.185, -0.803, 2.277], [3.695, 1.946, 5.119], [3.619, 1.798, 3.364], [4.583, 0.657, 4.299], [2.583, -0.267, 5.360], [0.908, 1.695, 3.727], [1.334, 1.929, 5.427], [0.313, 0.571, 4.948], [0.375, -1.387, 4.044], [0.060, -3.047, 2.290], [2.095, -4.634, 0.624], [2.288, -3.418, -0.670], [0.693, -3.792, -0.041], [3.732, -1.828, 0.474], [4.072, -0.184, 2.231], [6.263, 1.793, -1.975], [4.461, 2.058, -1.822], [4.129, 0.799, -0.686], [3.904, 3.246, 1.132], [3.986, 1.106, -3.518], [4.736, 1.431, -4.652], [4.409, 0.933, -5.902], [3.299, 0.105, -6.047], [2.541, -0.228, -4.938], [2.888, 0.264, -3.682], [1.881, -0.369, -2.302], [0.494, -0.288, -2.868], [2.370, -1.769, -2.203], [0.694, 0.680, 0.424], [6.405, 0.998, -1.448], [5.604, 2.074, -4.538], [5.012, 1.191, -6.766], [3.029, -0.279, -7.025], [1.670, -0.867, -5.018], [-1.658, -4.453, -1.533], [-2.337, -3.570, -2.553], [-2.899, -4.183, -3.675], [-3.451, -3.436, -4.702], [-3.434, -2.051, -4.619], [-2.892, -1.437, -3.500], [-2.361, -2.174, -2.438], [-1.351, -1.122, -0.803], [-2.307, 0.793, -1.217], [-1.422, 1.836, -1.491], [-1.862, 3.130, -1.737], [-3.220, 3.402, -1.724], [-4.114, 2.373, -1.473], [-3.686, 1.069, -1.215], [-4.751, 0.037, -0.939], [-2.831, -1.683, 0.752], [-3.696, -2.770, 0.623], [-4.507, -3.200, 1.667], [-4.463, -2.534, 2.883], [-3.620, -1.441, 3.028], [-2.806, -1.001, 1.983], [-1.962, 0.231, 2.181], [-2.244, -5.356, -1.342], [-1.509, -3.950, -0.579], [-0.675, -4.760, -1.899], [-2.886, -5.267, -3.744], [-3.877, -3.932, -5.568], [-3.838, -1.448, -5.425], [-2.874, -0.354, -3.454], [-0.362, 1.629, -1.506], [-1.140, 3.913, -1.936], [-3.585, 4.406, -1.915], [-5.181, 2.578, -1.473], [-5.710, 0.379, -1.334], [-4.868, -0.135, 0.134], [-4.514, -0.925, -1.391], [-3.766, -3.286, -0.329], [-5.169, -4.047, 1.528], [-5.083, -2.858, 3.711], [-3.590, -0.908, 3.973], [-1.940, 0.529, 3.231], [-2.371, 1.065, 1.601], [-0.931, 0.106, 1.834], [2.753, 2.822, 1.063], [1.730, 3.621, 1.890], [0.366, 3.485, 1.652], [-0.557, 4.191, 2.416], [-0.121, 5.022, 3.439], [1.242, 5.160, 3.686], [2.158, 4.470, 2.906], [0.041, 2.789, 0.888], [-1.617, 4.077, 2.220], [-0.840, 5.559, 4.048], [1.584, 5.805, 4.488], [3.226, 4.565, 3.068]]}